Record 1
{
  "formula": "C5H14N",
  "method": "ωB97M-V/def2-TZVPD",
  "species": ["C", "C", "C", "C", "C", "N", "H", "H", "H", "H", "H", "H", "H", "H", "H", "H", "H", "H", "H", "H"],
  "coordinates": [[0.51902, -0.63701, 0.36418], [0.41077, -0.04755, -0.99622], [-0.43328, -0.73452, -2.08145], [-0.28075, 0.90854, 0.03527], [0.63217, 2.17272, 0.12778], [1.06834, -1.94546, 0.45695], [-0.97102, 1.18572, 2.68917], [-1.23185, -1.86465, 2.09546], [1.29082, 0.31548, -1.45692], [-0.66284, -0.14200, -3.09330], [-0.01920, -1.69625, -2.35531], [-1.44125, -1.07197, -1.61030], [-1.37153, 0.78374, -0.00088], [-1.48287, 1.56900, 3.08232], [0.61967, 2.87747, -0.73857], [0.54470, 2.81560, 0.98190], [1.71535, 1.76913, 0.26188], [-1.46081, -1.45684, 1.58788], [2.00593, -2.11154, 0.63175], [0.54863, -2.68961, 0.01843]],
  "de_lowest_kcal_mol": 195.3,
  "charge": 1,
  "e_tot_ha": -253.10707,
  "homo_lumo_gap_ev": 7.6,
  "homo_energy_ev": -14.3,
  "molar_mass_g_mol": 88.17
}

Record 2
{
  "formula": "C23H37LaO2",
  "method": "ωB97M-V/def2-TZVPD",
  "species": ["O", "C", "C", "H", "H", "C", "H", "H", "C", "H", "H", "H", "C", "H", "H", "H", "La", "C", "C", "C", "H", "C", "C", "H", "H", "H", "H", "C", "C", "C", "H", "C", "C", "H", "H", "H", "H", "O", "C", "C", "H", "H", "C", "H", "H", "C", "H", "H", "H", "H", "C", "C", "C", "C", "H", "H", "H", "H", "H", "H", "H", "H", "H"],
  "coordinates": [[1.01633, -3.20789, -1.47434], [1.53988, -4.32812, -0.66542], [2.02804, -5.15391, -1.84167], [0.75619, -4.85750, -0.12483], [2.33243, -3.96866, 0.00583], [1.49117, -3.94199, -2.66143], [1.47086, -6.07294, -2.04424], [3.10324, -5.33370, -1.84795], [0.32647, -4.34253, -3.54779], [-0.48148, -4.78540, -2.93924], [0.64749, -5.10705, -4.27718], [-0.06820, -3.47605, -4.10856], [2.61755, -3.26609, -3.42407], [3.41990, -2.92649, -2.74971], [2.24215, -2.42540, -4.03593], [3.07036, -3.99479, -4.11894], [-0.64493, 1.20929, -0.06337], [0.33622, 3.78130, 0.17942], [0.44024, 3.36268, 1.52880], [1.42518, 2.34212, 1.60606], [-0.09428, 3.79236, 2.37735], [2.02205, 2.22869, 0.31303], [1.31280, 3.08459, -0.57524], [1.51921, 3.19893, -1.64253], [-0.33887, 4.56149, -0.19443], [1.70834, 1.78172, 2.49576], [2.90928, 1.64381, 0.06783], [-2.27742, 2.92508, -1.25187], [-1.26737, 2.64128, -2.21653], [-1.40860, 1.28763, -2.63661], [-0.53525, 3.34679, -2.59676], [-2.52457, 0.73288, -1.93509], [-3.06414, 1.74194, -1.08469], [-3.92070, 1.63721, -0.42796], [-2.44078, 3.87835, -0.75862], [-0.80416, 0.78479, -3.38640], [-2.92363, -0.27758, -2.05916], [0.42374, -1.12553, 0.85131], [1.62513, -0.95067, 0.02669], [2.79844, -1.38924, 0.88035], [1.74243, 0.09367, -0.35571], [1.45991, -1.52218, -0.90346], [2.20313, -2.12362, 2.10260], [3.31903, -0.46718, 1.19470], [3.49244, -2.03143, 0.33397], [0.72883, -1.71987, 2.16537], [2.77294, -1.83345, 2.99937], [2.22104, -3.24717, 2.04090], [0.50252, -0.97447, 2.95295], [0.04155, -2.55206, 2.22900], [-4.06206, 3.37520, 2.10007], [-2.61647, 2.99918, 2.43205], [-2.45099, 3.20904, 3.94657], [-2.17779, 1.63632, 1.93353], [-4.75451, 2.67840, 2.58979], [-4.26074, 3.40503, 1.02409], [-4.24094, 4.38536, 2.49745], [-1.99344, 3.74297, 1.91007], [-3.16582, 2.56054, 4.47467], [-1.44322, 2.98683, 4.31675], [-2.69153, 4.25712, 4.18871], [-1.41179, 1.13645, 2.55283], [-3.00286, 0.97393, 1.63188]],
  "de_lowest_kcal_mol": 8.8,
  "e_tot_ha": -1080.54945,
  "homo_lumo_gap_ev": 6.7,
  "homo_energy_ev": -6.5,
  "molar_mass_g_mol": 484.45
}

Record 3
{
  "formula": "CHN3O",
  "method": "ωB97M-V/def2-TZVPD",
  "species": ["C", "H", "N", "N", "N", "O"],
  "coordinates": [[-0.24907, 0.63515, -0.07700], [-0.72177, 1.58376, 0.13018], [1.03878, 0.41630, 0.02988], [1.12653, -0.85416, -0.07774], [-1.10831, -0.44434, -0.04067], [-0.08616, -1.33671, 0.03534]],
  "de_lowest_kcal_mol": 106.0,
  "e_tot_ha": -278.08857,
  "homo_lumo_gap_ev": 11.6,
  "homo_energy_ev": -11.8,
  "smiles": "c1nnon1",
  "molar_mass_g_mol": 71.04
}

Record 4
{
  "formula": "C21H50ClN6O9P3S",
  "method": "ωB97M-V/def2-TZVPD",
  "species": ["C", "C", "C", "P", "O", "Cl", "O", "S", "O", "O", "O", "C", "C", "C", "O", "C", "O", "C", "C", "H", "H", "H", "H", "H", "H", "H", "H", "H", "H", "H", "H", "H", "H", "O", "P", "N", "C", "C", "N", "C", "C", "N", "C", "C", "H", "H", "H", "H", "H", "H", "H", "H", "H", "H", "H", "H", "H", "H", "H", "H", "H", "H", "O", "P", "N", "C", "C", "N", "C", "C", "N", "C", "C", "H", "H", "H", "H", "H", "H", "H", "H", "H", "H", "H", "H", "H", "H", "H", "H", "H", "H"],
  "coordinates": [[-2.07279, -2.91472, -8.13498], [-0.92330, -2.68855, -7.34117], [0.33400, -1.79063, -7.72228], [0.07080, -0.26478, -8.87002], [-1.61945, 0.11774, -8.94443], [0.95578, 1.47444, -8.05574], [1.16122, -2.63847, -8.62602], [2.67072, -1.84276, -8.45302], [3.57240, -3.01285, -8.14904], [3.17608, -1.03383, -9.59873], [2.57220, -1.08755, -6.91805], [1.30041, -1.67995, -6.44934], [0.74343, -1.29768, -5.00603], [0.79839, 0.25049, -4.61824], [-0.06928, 0.41440, -3.42866], [-1.43728, 0.47762, -3.81576], [-2.18962, -0.52528, -3.66889], [-2.13818, 1.77741, -4.45002], [-2.09812, 1.76106, -6.08347], [-2.06835, -3.01651, -9.26917], [-3.08027, -2.93717, -7.57980], [-0.89318, -3.21186, -6.31955], [-2.08269, -0.22787, -8.14927], [1.61452, -2.78421, -6.29234], [-0.29372, -1.77138, -4.83875], [1.42644, -1.83847, -4.24809], [1.83107, 0.59609, -4.27980], [0.38673, 0.96545, -5.40032], [-1.66686, 2.73961, -4.07186], [-3.25469, 1.69736, -4.18835], [-3.14395, 1.55895, -6.52631], [-1.70229, 2.73365, -6.51488], [-1.47354, 0.84694, -6.36439], [0.81042, 4.22773, 0.28808], [1.77653, 3.08589, 0.65879], [0.53176, 1.91950, 0.84874], [-0.50334, 2.03730, 1.86289], [-0.08203, 1.53527, -0.41979], [2.31618, 3.78934, 2.11822], [2.09172, 3.28197, 3.45597], [2.37440, 5.24997, 2.16474], [2.95223, 1.78608, 1.01958], [4.03228, 1.79379, 0.02343], [2.63718, 0.40315, 1.36255], [-1.13083, 1.14010, 1.87120], [-1.14750, 2.91273, 1.71014], [-0.08396, 2.07955, 2.86555], [0.69212, 1.27446, -1.15004], [-0.68698, 2.34587, -0.84224], [-0.71514, 0.64965, -0.30665], [1.12012, 3.59656, 3.85103], [2.86153, 3.65737, 4.14027], [2.15995, 2.19561, 3.51719], [1.38576, 5.68087, 2.36770], [2.73939, 5.65360, 1.21954], [3.06457, 5.59534, 2.93953], [3.68192, 1.41161, -0.94257], [4.88791, 1.19710, 0.35192], [4.39718, 2.81534, -0.12935], [2.20935, -0.15083, 0.52020], [1.95726, 0.33426, 2.21285], [3.54784, -0.12083, 1.67634], [-0.69616, -0.70903, 4.12464], [-1.52409, -1.60608, 5.06409], [-1.54947, -0.46043, 6.34410], [-0.34193, -0.01663, 7.02114], [-2.38651, 0.70050, 6.04852], [-0.33520, -2.82017, 5.22889], [0.38044, -3.16984, 6.43835], [0.53342, -3.05363, 4.07541], [-2.54108, -2.66725, 6.08415], [-3.67979, -3.17333, 5.30467], [-2.98724, -2.39293, 7.44542], [-0.59745, 0.63537, 7.86348], [0.34158, 0.52510, 6.35528], [0.19451, -0.84644, 7.47637], [-3.37236, 0.37509, 5.69610], [-1.94340, 1.33707, 5.27459], [-2.55898, 1.30686, 6.94314], [1.24953, -2.52277, 6.59642], [0.74565, -4.20159, 6.38046], [-0.24694, -3.13836, 7.32933], [1.34631, -2.31728, 4.03457], [-0.03309, -2.99436, 3.14531], [0.97703, -4.05250, 4.10818], [-4.42015, -2.38461, 5.12879], [-4.16874, -4.01392, 5.80479], [-3.33722, -3.53880, 4.33053], [-3.71135, -1.57281, 7.49230], [-2.15514, -2.16875, 8.11384], [-3.46663, -3.28350, 7.86811]],
  "de_lowest_kcal_mol": 146.1,
  "e_tot_ha": -3717.87911,
  "homo_lumo_gap_ev": 6.9,
  "homo_energy_ev": -7.8,
  "molar_mass_g_mol": 691.11
}

Record 5
{
  "formula": "CH5NOS",
  "method": "ωB97M-V/def2-TZVPD",
  "species": ["C", "N", "O", "S", "H", "H", "H", "H", "H"],
  "coordinates": [[2.84878, -0.17668, -0.27392], [-2.30653, 0.73427, 0.10816], [0.71434, 0.76092, 0.68935], [1.30660, 0.17054, -0.52758], [3.58134, -0.09282, 0.57441], [3.41660, -0.38262, -1.17789], [-1.59454, 0.53352, -0.69294], [-3.12616, 1.06948, -0.28270], [-1.96486, 1.39360, 0.73981]],
  "de_lowest_kcal_mol": 49.3,
  "e_tot_ha": -569.20952,
  "homo_lumo_gap_ev": 9.2,
  "homo_energy_ev": -9.6,
  "molar_mass_g_mol": 79.12
}

Record 6
{
  "formula": "C24H13BrF7NO2PSTi",
  "method": "ωB97M-V/def2-TZVPD",
  "species": ["Ti", "F", "C", "C", "F", "C", "F", "C", "P", "C", "C", "C", "C", "C", "C", "C", "C", "C", "C", "C", "C", "C", "Br", "C", "F", "H", "H", "H", "H", "H", "H", "H", "H", "H", "H", "F", "C", "F", "F", "C", "C", "C", "C", "N", "C", "S", "H", "H", "H", "O", "O"],
  "coordinates": [[-1.68558, 0.07139, -0.24148], [1.63353, 3.09665, 5.23828], [1.40521, 2.33432, 4.18414], [2.26501, 1.27757, 3.87739], [3.33224, 1.04825, 4.62332], [1.98488, 0.46914, 2.78178], [2.78091, -0.56188, 2.49596], [0.89762, 0.70521, 1.94210], [0.63278, -0.43850, 0.52474], [0.75591, -2.10887, 1.19067], [1.18852, -3.15033, 0.36412], [1.25728, -4.43554, 0.87071], [0.84803, -4.69521, 2.17126], [0.39001, -3.66492, 2.98371], [0.33249, -2.37422, 2.49678], [2.09384, -0.04326, -0.50729], [3.26776, -0.79199, -0.47061], [4.32949, -0.40887, -1.27178], [4.22819, 0.69460, -2.10300], [3.06550, 1.45461, -2.11515], [1.99528, 1.08613, -1.32045], [0.09189, 1.80795, 2.22442], [-1.33362, 2.36075, 1.02987], [0.31353, 2.59005, 3.35152], [-0.50238, 3.59213, 3.63637], [1.47209, -2.94826, -0.66198], [1.62161, -5.24049, 0.24910], [0.86701, -5.70740, 2.54652], [0.06973, -3.87509, 3.99314], [-0.04382, -1.57275, 3.11952], [3.35377, -1.63913, 0.19389], [5.24087, -0.98739, -1.24373], [5.05361, 0.96255, -2.74542], [2.99282, 2.31828, -2.75709], [1.08081, 1.68017, -1.32478], [-2.54012, 0.57882, -5.35061], [-2.97921, 1.70308, -4.77297], [-3.89602, 2.23264, -5.58179], [-1.94346, 2.55662, -4.73445], [-3.53999, 1.44121, -3.39969], [-4.86530, 1.76121, -3.11494], [-5.36784, 1.49622, -1.84355], [-4.53253, 0.94623, -0.89308], [-3.25313, 0.63541, -1.16396], [-2.75719, 0.84566, -2.41366], [-1.11055, 0.30010, -2.57753], [-5.48230, 2.18869, -3.89034], [-6.39306, 1.72478, -1.60199], [-4.87214, 0.74613, 0.11953], [-2.09467, -1.48999, 0.48915], [-1.64933, -0.57247, 1.40333]],
  "de_lowest_kcal_mol": 12.8,
  "charge": 1,
  "e_tot_ha": -5989.45823,
  "homo_lumo_gap_ev": 7.4,
  "homo_energy_ev": -11.9,
  "molar_mass_g_mol": 671.17
}